1.
Below is 7 unconnected molecules or ions with the total composition C53H108N7O8 in a non-equilibrium geometry, with properties calculated with wB97M-V/def2-TZVPD.

Geometry (Å):
N  -0.324694  0.473840  0.450975
O  -0.523064  -0.737400  0.534145
O  0.077846  1.103800  1.421845
O  -0.644134  1.004960  -0.581955
C  -2.081174  7.757920  1.812265
C  -0.934294  7.051620  1.060325
C  -0.099584  6.118360  1.959245
C  -0.816314  4.788040  2.303845
C  -1.267964  4.078400  0.988875
C  -2.089934  4.894770  -0.021405
N  -1.402864  6.227760  -0.136965
O  -1.914474  6.971390  -1.213585
C  -3.541664  4.974610  0.463055
C  -1.937734  4.150860  -1.350095
C  0.015466  8.096880  0.482885
H  -1.679494  8.464170  2.538875
H  -2.776394  7.113240  2.350015
H  -2.700044  8.312310  1.106745
H  0.029396  6.678870  2.885155
H  0.793836  5.856390  1.392435
H  -1.637854  4.975110  2.995335
H  -0.068924  4.220450  2.858235
H  -1.880194  3.228990  1.291805
H  -0.408114  3.633370  0.488165
H  -3.517034  5.019560  1.551855
H  -4.122634  4.099070  0.173225
H  -4.247614  5.696240  0.051995
H  -2.275874  3.114640  -1.355115
H  -0.909184  4.103720  -1.707815
H  -2.488474  4.700120  -2.113705
H  -0.425984  8.851210  -0.168435
H  0.895786  7.614020  0.058635
H  0.524366  8.633710  1.283475
C  6.172786  -5.273890  0.915195
C  5.240836  -4.090850  1.472765
C  6.076166  -2.748870  1.432745
C  5.226806  -1.422830  1.746625
C  4.142056  -1.367690  0.713075
C  3.202576  -2.640620  0.465235
N  4.053786  -3.928110  0.553805
O  3.438596  -5.141540  0.054245
C  2.544116  -2.417910  -0.928265
C  2.073786  -2.699890  1.505855
C  4.768196  -4.295260  2.936645
H  6.597446  -5.112670  -0.075645
H  5.725826  -6.262250  0.808065
H  7.052566  -5.366330  1.552025
H  6.393656  -2.663220  0.393535
H  6.951656  -2.867350  2.071165
H  5.980836  -0.646310  1.617995
H  5.011346  -1.321380  2.810285
H  4.751656  -1.182660  -0.171375
H  3.593616  -0.432560  0.826385
H  1.957976  -1.502360  -0.848845
H  1.990506  -3.318890  -1.192545
H  3.258356  -2.266770  -1.737655
H  1.312636  -3.352350  1.078025
H  1.395006  -1.847220  1.488245
H  2.345636  -3.019510  2.511865
H  5.680456  -4.503430  3.495715
H  4.135836  -5.160910  3.133825
H  4.247686  -3.438020  3.363625
C  -5.450574  -3.937770  -0.532615
C  -4.221814  -4.815370  -0.175125
C  -3.181184  -3.706500  0.224535
C  -1.927114  -4.275810  1.040395
C  -2.535844  -4.805680  2.404835
C  -3.436354  -6.044720  2.130865
N  -4.531564  -5.684490  1.045425
O  -5.661564  -6.467530  0.908055
C  -4.131654  -6.486820  3.454955
C  -2.612014  -7.352790  1.566795
C  -3.722884  -5.650640  -1.426395
H  -6.306394  -4.549500  -0.818035
H  -5.249044  -3.194990  -1.304475
H  -5.878204  -3.324430  0.260505
H  -3.629264  -2.879820  0.775825
H  -2.751374  -3.239640  -0.661695
H  -1.241924  -3.438090  1.170185
H  -1.405254  -5.060850  0.493165
H  -3.096814  -4.022090  2.914165
H  -1.723074  -5.073210  3.080045
H  -3.432114  -6.943620  4.155005
H  -5.028704  -7.102000  3.384495
H  -4.468764  -5.544530  3.886865
H  -3.259484  -8.229530  1.552525
H  -1.773494  -7.561240  2.231265
H  -2.147924  -7.247890  0.586115
H  -3.346504  -4.998490  -2.214525
H  -4.565504  -6.196960  -1.850215
H  -2.910254  -6.331810  -1.173945
C  3.765596  1.386070  -3.112135
C  3.134986  2.773530  -3.497085
C  1.834176  2.892830  -2.694435
C  1.965296  2.986160  -1.170585
C  2.800246  4.241090  -0.842275
C  4.135776  4.385630  -1.586645
N  4.040876  3.937670  -3.017145
O  5.255126  4.166340  -3.787145
C  5.155826  3.615000  -0.759545
C  4.491036  5.907360  -1.606605
C  2.791426  2.963960  -5.007095
H  3.759726  1.222190  -2.034545
H  4.764466  1.491830  -3.535405
H  3.242046  0.512500  -3.500575
H  1.186716  2.059650  -2.967785
H  1.399706  3.848650  -2.987235
H  2.350416  2.080140  -0.702705
H  0.945586  3.075880  -0.796085
H  2.894196  4.282580  0.242875
H  2.209276  5.145220  -0.988585
H  5.130496  2.526370  -0.808085
H  5.090206  4.037430  0.243125
H  6.062226  4.052960  -1.177535
H  4.865906  6.383140  -0.700405
H  3.600886  6.467710  -1.892485
H  5.216176  6.249830  -2.344845
H  2.825416  4.002020  -5.337845
H  1.772706  2.634080  -5.210785
H  3.470766  2.501520  -5.723145
C  -3.186654  -1.884770  -3.668565
C  -2.034024  -0.987040  -4.129695
C  -0.829424  -1.484130  -3.285375
C  0.492016  -0.834960  -3.784195
C  0.696606  -1.266530  -5.220135
C  -0.395664  -0.932010  -6.270615
N  -1.766854  -1.193000  -5.612365
O  -2.888294  -1.004840  -6.460415
C  -0.243914  -1.961630  -7.448045
C  -0.398994  0.562410  -6.673945
C  -2.211914  0.535290  -3.846345
H  -3.281554  -1.914860  -2.583115
H  -3.197794  -2.871960  -4.130545
H  -4.083584  -1.414730  -4.071895
H  -0.817284  -2.574040  -3.278485
H  -0.933784  -1.195820  -2.239385
H  1.192656  -1.210960  -3.038665
H  0.539716  0.253930  -3.796295
H  0.847296  -2.345460  -5.184025
H  1.660736  -0.866100  -5.533535
H  -0.463504  -2.949270  -7.042515
H  0.750966  -2.042560  -7.885955
H  -1.026104  -1.786000  -8.186585
H  -1.416154  0.896190  -6.879035
H  0.140116  0.806050  -7.589425
H  -0.135804  1.192520  -5.824375
H  -2.344764  0.734980  -2.783065
H  -3.080004  0.920550  -4.381225
H  -1.315734  1.101950  -4.099075
C  -0.774134  3.041570  5.527745
C  -1.180104  1.953070  4.560345
C  -2.025124  0.748530  5.153385
N  -2.186224  -0.525550  4.290345
C  -2.883114  -0.259790  2.938635
C  -3.121334  -1.484620  5.015275
C  -2.202134  -2.190690  6.025785
C  -0.864584  -2.240440  5.443535
C  -0.841094  -1.313790  4.141555
H  -0.364434  3.923980  5.036215
H  -0.064494  2.710010  6.285755
H  -1.651284  3.317560  6.113015
H  -0.273794  1.752670  3.988905
H  -1.819064  2.265560  3.734395
H  -2.972424  1.160620  5.501065
H  -1.411324  0.347920  5.960145
H  -2.403824  0.571800  2.422085
H  -3.834694  0.174120  3.245755
H  -2.998384  -1.120520  2.279875
H  -3.542054  -2.205250  4.314005
H  -3.890734  -0.860540  5.469855
H  -2.533064  -3.198530  6.276465
H  -2.321254  -1.661600  6.971285
H  -0.680814  -3.279520  5.170345
H  -0.056124  -1.954820  6.116515
H  -0.820574  -1.993300  3.289535
H  -0.026174  -0.603510  4.001895

Cartesian forces (eV/Å) of the 2 atoms listed first:
-0.84 -0.84 1.02
0.24 -2.52 0.65

The charge is +5. The calculated total energy comes out at -83450.6435 eV. As for the highest occupied orbital energy: -18.700 eV. The value obtained for the energy above the lowest of the compared OMol25 structures with the same formula, charge and spin is 1.297 eV. The calculation puts the frontier orbital gap at 4.8946 eV.

2.
Below is 7 unconnected molecules or ions with the total composition C42H44BrN7O3 in a non-equilibrium geometry, with properties calculated with wB97M-V/def2-TZVPD.

Geometry (Å):
C  -0.521563  -0.399984  0.407937
C  -0.042943  -1.644023  -0.380631
C  -0.091695  -1.345749  -1.877357
C  0.586330  -2.430253  -2.748206
N  1.715729  -1.970517  -3.572837
C  1.391291  -1.544479  -4.880709
C  2.239129  -1.773156  -5.884886
C  1.905918  -1.248828  -7.235419
O  2.750485  -0.823376  -7.991803
C  0.453101  -1.238618  -7.570834
C  -0.420710  -1.035999  -6.588483
C  -1.908446  -1.021607  -6.822378
C  -2.600969  0.263334  -6.407002
O  -2.650196  1.225501  -7.090402
Br  -3.540146  0.223490  -4.699801
C  0.146461  -0.780397  -5.222637
O  -0.350023  0.051918  -4.502841
H  -1.266703  -0.640718  1.155190
H  -1.000787  0.280758  -0.294175
H  0.318551  0.154841  0.820163
H  -0.747702  -2.448939  -0.166135
H  0.963827  -1.908240  -0.058188
H  0.406240  -0.394767  -2.066757
H  -1.135423  -1.245245  -2.174542
H  0.993926  -3.181490  -2.068888
H  -0.125335  -2.942434  -3.395759
H  2.245413  -1.250008  -3.088925
H  3.180389  -2.285223  -5.730788
H  0.142959  -1.380035  -8.597743
H  -2.355819  -1.859483  -6.285447
H  -2.076404  -1.163044  -7.886896
C  6.049358  0.724138  -4.652092
C  6.185395  1.031125  -3.304712
C  5.037665  1.232246  -2.555210
N  3.805741  1.138021  -3.057924
C  3.698383  0.844489  -4.352508
C  4.780848  0.630549  -5.192645
H  6.922483  0.551027  -5.268082
H  7.161309  1.106336  -2.844345
H  5.098226  1.469023  -1.498219
H  2.687369  0.770664  -4.733957
H  4.626103  0.384480  -6.235125
C  -5.400045  1.658505  3.178328
C  -4.269247  1.190081  3.827716
C  -3.326790  0.496874  3.083534
N  -3.445846  0.251684  1.779904
C  -4.538019  0.709129  1.171687
C  -5.539781  1.415219  1.821147
H  -6.161557  2.203181  3.722369
H  -4.126133  1.346885  4.884492
H  -2.425033  0.114563  3.552607
H  -4.608847  0.497641  0.109779
H  -6.405537  1.764031  1.274738
C  -7.140591  -1.699319  8.016250
C  -6.348327  -2.360799  7.093257
C  -5.426851  -1.620483  6.367569
N  -5.259997  -0.308775  6.511040
C  -6.027257  0.315766  7.404557
C  -6.980644  -0.331676  8.173688
H  -7.873268  -2.239023  8.602143
H  -6.440538  -3.426359  6.935248
H  -4.786920  -2.098101  5.633175
H  -5.873539  1.385466  7.501210
H  -7.582252  0.224076  8.879861
C  -1.597661  2.992634  8.023598
C  -2.487182  2.007680  7.625916
C  -2.883815  1.058669  8.555689
N  -2.450379  1.040700  9.817061
C  -1.595344  1.992539  10.183239
C  -1.140193  2.987819  9.331017
H  -1.265483  3.750307  7.325276
H  -2.865987  1.973485  6.613612
H  -3.573087  0.270704  8.289732
H  -1.259004  1.951808  11.213734
H  -0.445206  3.736966  9.684946
C  1.496913  4.903302  0.227303
C  0.322472  4.457705  0.813373
C  -0.249887  3.289007  0.333975
N  0.263561  2.571666  -0.661983
C  1.392468  3.010511  -1.216932
C  2.045953  4.164953  -0.808507
H  1.976090  5.810649  0.573071
H  -0.141474  5.002165  1.624715
H  -1.167031  2.900943  0.767816
H  1.793968  2.404776  -2.022900
H  2.962199  4.473621  -1.293646
C  7.513515  -4.067483  -2.495054
C  7.448289  -4.825291  -3.653376
C  6.751911  -4.313878  -4.738220
N  6.137067  -3.132794  -4.729744
C  6.208397  -2.416774  -3.608257
C  6.880796  -2.835286  -2.469938
H  8.047821  -4.431914  -1.626929
H  7.926202  -5.793207  -3.717301
H  6.679887  -4.875836  -5.663118
H  5.698300  -1.464858  -3.632353
H  6.905183  -2.209179  -1.588117

Cartesian forces (eV/Å) of the 2 atoms listed first:
0.11 -0.22 -0.59
-0.65 0.75 0.18

The charge is 0. The calculated total energy comes out at -130880.7793 eV. As for the highest occupied orbital energy: -8.885 eV. The calculation puts the frontier orbital gap at 8.0365 eV.